{"formula": "C2H9N2S2", "method": "ωB97M-V/def2-TZVPD", "homo_ev": -12.19, "total_charge": 1, "molar_mass_g_mol": 125.24, "de_lowest_kj_mol": 30.1, "energy_ha": -987.24985, "multiplicity": 1, "species": ["C", "S", "S", "H", "H", "H", "H", "N", "C", "N", "H", "H", "H", "H", "H"], "coordinates": [[-1.133911, -0.943921, -1.947187], [-1.917534, -0.633103, -0.339500], [-0.905687, -2.105242, 0.780826], [-0.353075, -0.217235, -2.158973], [-1.890719, -0.880643, -2.723496], [-0.715764, -1.946865, -1.958745], [-1.955598, -2.310818, 1.589177], [1.117165, 0.186330, 1.503393], [1.547266, 1.260110, 0.909297], [0.770005, 2.051987, 0.209351], [0.145866, 0.006263, 1.725037], [1.730827, -0.518946, 1.885781], [2.612499, 1.475395, 0.878784], [1.180955, 2.675591, -0.466407], [-0.232295, 1.901097, 0.112661]], "forces_ev_per_angstrom": [[0.00, -0.01, -0.13], [0.42, -0.08, 0.09], [-0.40, 0.27, 0.02], [0.04, -0.03, 0.06], [-0.12, 0.03, 0.01], [-0.03, -0.03, 0.00], [0.00, -0.22, -0.03], [0.10, -0.07, 1.01], [-0.03, -0.28, -0.99], [-0.27, 0.21, -0.05], [-0.21, -0.04, -0.56], [0.30, 0.39, 0.11], [-0.09, -0.22, 0.02], [0.11, 0.32, 0.30], [0.20, -0.24, 0.14]]}

{"formula": "C2H9N3O", "method": "ωB97M-V/def2-TZVPD", "homo_ev": [-6.65, -6.65], "total_charge": 0, "molar_mass_g_mol": 91.11, "de_lowest_kj_mol": 701.4, "energy_ha": -320.86459, "multiplicity": 1, "species": ["C", "C", "N", "N", "N", "O", "H", "H", "H", "H", "H", "H", "H", "H", "H"], "coordinates": [[-0.685819, 0.499684, -0.990794], [1.444313, 0.666540, 0.690777], [-0.969617, 0.721538, 0.350532], [0.739931, -0.254022, -0.970705], [-1.379895, -0.527774, 0.989342], [0.567560, -1.628632, -0.652370], [-0.147511, -1.567520, 0.037579], [1.266549, -0.263219, -1.850555], [-2.303653, -0.862307, 0.716674], [-1.475537, -0.330382, 1.981516], [-0.481755, 1.435721, -1.512246], [-1.432539, -0.090353, -1.542643], [2.446183, 0.383895, 0.389094], [1.125425, 0.089378, 1.547249], [1.286365, 1.727452, 0.816551]], "forces_ev_per_angstrom": [[0.46, -0.17, 1.34], [0.12, -1.09, -1.12], [-0.61, 0.61, -0.37], [-0.96, 0.42, 1.31], [0.40, -0.62, -0.03], [0.06, 0.70, -0.11], [0.15, 0.01, 0.18], [0.23, 0.05, 0.05], [-0.16, 0.40, -0.28], [0.16, 0.08, -0.20], [0.03, 0.03, 0.07], [0.54, -0.38, -0.15], [0.12, 0.13, -0.05], [-0.28, -0.12, -0.23], [-0.23, -0.02, -0.41]]}

{"formula": "C2H9N4", "method": "ωB97M-V/def2-TZVPD", "smiles": "NN1C[C@]1(N)[NH3+]", "homo_ev": -13.52, "total_charge": 1, "molar_mass_g_mol": 89.12, "de_lowest_kj_mol": 424.7, "energy_ha": -300.25758, "multiplicity": 1, "species": ["N", "N", "C", "C", "N", "N", "H", "H", "H", "H", "H", "H", "H", "H", "H"], "coordinates": [[-1.618055, 0.885665, 0.550401], [-0.838411, -0.265146, 0.501871], [-0.670063, -0.963212, -0.761539], [0.430583, -0.219325, -0.073343], [0.912933, 1.331610, -0.469479], [1.532021, -0.768775, 0.644335], [-2.199065, 1.112417, 1.340445], [-2.112797, 1.005888, -0.358013], [-1.214736, -0.557541, -1.664071], [-0.544149, -2.050876, -0.620922], [0.154885, 1.893872, -0.042224], [0.658939, 1.237895, -1.443953], [1.187099, -1.553841, 1.321750], [2.121594, -0.006991, 1.113011], [2.199223, -1.081644, -0.038267]], "forces_ev_per_angstrom": [[0.00, 1.18, -2.50], [-1.16, -1.49, 1.90], [0.39, -0.45, 0.05], [-0.38, 6.73, -1.74], [-1.26, -4.23, 0.43], [0.95, -1.00, 2.44], [0.10, -1.01, 0.35], [0.28, 0.08, 1.27], [1.05, -0.52, 0.91], [-0.78, 0.47, -0.58], [0.33, -0.34, -0.15], [0.35, 0.90, -0.52], [1.10, 1.59, -1.27], [-1.49, -0.87, -0.16], [0.50, -1.05, -0.44]]}

{"formula": "C2H9N4", "method": "ωB97M-V/def2-TZVPD", "homo_ev": [-12.77, -14.60], "total_charge": 1, "molar_mass_g_mol": 89.12, "de_lowest_kj_mol": 549.4, "energy_ha": -300.21008, "multiplicity": 1, "species": ["C", "C", "N", "N", "N", "N", "H", "H", "H", "H", "H", "H", "H", "H", "H"], "coordinates": [[1.603860, -0.007985, 1.410120], [-1.831196, -0.670751, -1.377146], [0.535000, -0.241790, 2.043747], [1.747081, 0.476012, 0.157439], [-1.302905, 0.068068, -0.328033], [0.889962, 1.354485, -0.281850], [2.622955, -0.271920, 1.777523], [-1.528028, -1.760342, -1.454731], [-2.969800, -0.847346, -1.419576], [-1.621324, -0.302759, -2.385610], [0.481347, -0.364610, 2.979810], [2.560581, 0.240840, -0.386732], [-1.339115, 0.980634, -0.240731], [-1.164526, -0.440985, 0.626313], [1.316110, 1.788450, -1.120543]], "forces_ev_per_angstrom": [[1.33, -2.55, 3.83], [-1.86, -2.69, -2.60], [-0.44, 2.09, -5.36], [-1.66, 1.94, -1.94], [1.11, -6.48, 2.60], [0.55, -0.53, -0.05], [-0.58, 0.25, 0.20], [0.32, 1.28, 0.78], [1.14, 0.85, 0.66], [0.16, 0.56, 0.33], [0.71, -1.08, 3.51], [0.46, -0.10, 0.02], [-0.64, 5.52, 0.20], [-0.01, 1.41, -2.14], [-0.57, -0.48, -0.03]]}

{"formula": "C2H9N4", "method": "ωB97M-V/def2-TZVPD", "homo_ev": -13.17, "total_charge": 1, "molar_mass_g_mol": 89.12, "de_lowest_kj_mol": 280.4, "energy_ha": -300.31253, "multiplicity": 1, "species": ["C", "C", "N", "N", "N", "N", "H", "H", "H", "H", "H", "H", "H", "H", "H"], "coordinates": [[-2.574959, -0.340830, -0.029678], [2.950155, -0.249972, 0.024046], [-1.534086, -1.149429, -0.195792], [-2.565084, 0.967979, -0.088292], [1.498166, -0.313278, -0.053194], [0.685691, 0.604388, 0.049173], [3.447681, -0.969383, 0.685151], [3.041751, -0.424677, -1.098697], [3.147949, 0.765262, 0.523592], [-1.690129, -2.054646, 0.138734], [-1.807057, 1.358099, -0.602229], [-3.348721, 1.516626, 0.172735], [1.209259, 1.467841, 0.103121], [-0.710671, -0.648256, -0.409980], [-3.445521, -0.732238, 0.299390]], "forces_ev_per_angstrom": [[2.48, 0.40, 0.35], [-1.31, 2.67, -0.30], [-3.22, 2.72, -0.39], [0.93, -1.10, -0.99], [-1.58, -3.02, 1.11], [1.43, -0.23, -0.84], [-0.71, -0.42, -0.63], [1.45, 0.52, 1.40], [0.59, -0.84, -1.47], [0.57, -1.61, 0.07], [0.57, 0.95, 0.09], [-0.66, 0.34, -0.06], [0.22, 1.48, 0.61], [1.93, -0.27, -0.02], [-2.70, -1.58, 1.06]]}

{"formula": "C2H9N4O", "method": "ωB97M-V/def2-TZVPD", "homo_ev": -14.43, "total_charge": 1, "molar_mass_g_mol": 105.12, "de_lowest_kj_mol": 0.9, "energy_ha": -375.69718, "multiplicity": 1, "species": ["N", "C", "N", "O", "H", "H", "H", "H", "N", "C", "N", "H", "H", "H", "H", "H"], "coordinates": [[-0.909266, 0.642536, 1.217341], [-1.444371, 0.783764, -0.076507], [-1.318230, 2.018280, -0.619792], [-1.953386, -0.167681, -0.619390], [-1.414842, -0.075960, 1.716127], [-0.920065, 1.520119, 1.730340], [-0.548055, 2.592425, -0.317770], [-1.512636, 2.071184, -1.606770], [0.509027, -1.794093, -0.838292], [1.626630, -1.316042, -0.338686], [1.712928, -0.483612, 0.662973], [-0.401013, -1.375135, -0.653209], [0.534302, -2.670771, -1.323280], [2.529252, -1.665401, -0.819652], [2.632136, -0.096897, 0.882991], [0.877596, 0.017280, 1.003579]], "forces_ev_per_angstrom": [[-0.02, 0.70, 0.07], [0.11, 0.27, 0.48], [0.34, -0.03, -0.23], [-0.11, -0.66, -0.51], [-0.03, -0.10, 0.12], [0.02, -0.21, 0.14], [-0.15, 0.20, 0.13], [-0.15, 0.01, -0.06], [0.15, 0.44, 0.42], [-0.31, -0.61, -0.26], [0.62, 0.85, -0.38], [-0.29, -0.13, 0.19], [0.03, 0.01, -0.55], [0.28, -0.22, 0.38], [-0.50, -0.23, -0.07], [-0.02, -0.29, 0.13]]}

{"formula": "C2H9N5", "method": "ωB97M-V/def2-TZVPD", "smiles": "C/N=C(\\N)N(N)N", "homo_ev": -8.93, "total_charge": 0, "molar_mass_g_mol": 103.13, "de_lowest_kj_mol": 241.3, "energy_ha": -355.30695, "multiplicity": 1, "species": ["C", "N", "C", "N", "N", "N", "N", "H", "H", "H", "H", "H", "H", "H", "H", "H"], "coordinates": [[2.319810, -0.182222, 0.400991], [0.955508, -0.593786, 0.196868], [0.092037, 0.249322, -0.219903], [0.287472, 1.572650, -0.558504], [-1.164621, -0.244308, -0.669824], [-1.192864, -1.608553, -0.723966], [-1.966115, 0.467173, 0.435566], [2.418986, 0.510998, 1.248748], [2.910853, -1.075771, 0.610320], [2.747429, 0.303115, -0.486492], [0.994425, 2.048479, -0.019590], [-0.570259, 2.092597, -0.644913], [-0.795639, -2.046316, 0.115059], [-2.111351, -1.946102, -1.010067], [-2.020476, -0.106605, 1.282862], [-2.905194, 0.559328, 0.042844]], "forces_ev_per_angstrom": [[0.05, 0.14, 0.22], [-0.72, 0.46, -0.12], [1.89, -1.03, -1.52], [0.28, -0.12, 0.28], [-0.71, 2.09, 2.07], [-0.37, -0.98, 0.25], [-0.96, -0.76, -1.18], [0.11, -0.06, -0.04], [0.05, 0.19, 0.07], [-0.09, 0.00, 0.03], [-0.03, 0.02, 0.01], [0.00, 0.03, 0.03], [-0.30, 0.06, -0.35], [0.45, 0.22, 0.28], [0.15, -0.14, -0.37], [0.21, -0.12, 0.34]]}

{"formula": "C2H9N5", "method": "ωB97M-V/def2-TZVPD", "homo_ev": [-18.04, -18.86], "total_charge": 2, "molar_mass_g_mol": 103.13, "de_lowest_kj_mol": 354.8, "energy_ha": -354.62628, "multiplicity": 1, "species": ["C", "C", "N", "N", "N", "N", "N", "H", "H", "H", "H", "H", "H", "H", "H", "H"], "coordinates": [[0.597977, -1.418668, 2.019061], [-0.790054, 0.889077, -1.413020], [-1.891160, 1.601622, -1.453278], [0.228777, -0.172635, 1.691965], [0.600344, 0.630964, 0.701207], [1.622713, -2.006196, 1.441996], [0.141448, 0.640434, -2.342196], [0.076960, -1.907062, 2.758598], [-2.701736, 1.653050, -0.858582], [-2.255501, 1.989994, -2.321813], [-0.535513, 0.227485, 2.313541], [0.311176, 1.621709, 0.973943], [1.861237, -2.958153, 1.640463], [2.247030, -1.617776, 0.715468], [0.073026, 0.887823, -3.318593], [1.099096, 0.401267, -1.985764]], "forces_ev_per_angstrom": [[3.06, 0.89, -3.30], [0.67, 0.67, -1.22], [0.26, -0.47, -1.19], [-2.96, 1.65, 2.03], [0.40, 0.67, -0.32], [-0.18, 0.52, -0.45], [-0.22, 0.12, 2.84], [-1.20, -0.99, 1.66], [0.41, -0.72, 1.31], [0.79, 0.14, -0.62], [1.28, -0.90, -0.66], [0.34, -1.57, -0.38], [-0.12, -0.58, 0.53], [-0.83, 0.30, 0.63], [-0.29, 0.10, -0.30], [-1.42, 0.19, -0.56]]}

{"formula": "C2H9NO", "method": "ωB97M-V/def2-TZVPD", "smiles": "COC.N", "homo_ev": -9.91, "total_charge": 0, "molar_mass_g_mol": 63.10, "de_lowest_kj_mol": 101.4, "energy_ha": -211.54646, "multiplicity": 1, "species": ["C", "O", "C", "H", "H", "H", "H", "H", "H", "N", "H", "H", "H"], "coordinates": [[-1.208825, 0.622227, -1.007915], [0.013851, -0.117022, -0.673926], [1.158982, 0.753023, -0.715000], [-2.052756, -0.045554, -0.695730], [-1.296855, 1.582876, -0.426572], [-1.312464, 0.854716, -2.085651], [1.012116, 1.540228, -1.520082], [1.288998, 1.142006, 0.303985], [2.073059, 0.190010, -0.969981], [-0.036767, -1.206255, 2.198791], [-0.303382, -1.176853, 1.179671], [0.232802, -2.201025, 2.329498], [0.804097, -0.757937, 2.222223]], "forces_ev_per_angstrom": [[-0.07, -0.56, 1.01], [-0.73, 1.24, -1.02], [-0.38, 0.01, -0.56], [0.73, 0.62, -0.34], [0.25, -0.89, -0.43], [0.37, -0.23, 0.43], [0.27, -0.65, 1.17], [0.07, 0.52, -0.41], [-0.55, -0.04, 0.05], [-2.67, -2.73, -1.55], [0.27, 0.14, 1.34], [-0.43, 0.76, 0.11], [2.87, 1.81, 0.21]]}